{"formula": "C38H52CuN2O6S", "method": "ωB97M-V/def2-TZVPD", "total_energy_ha": -4078.8171, "e_lumo_ev": [-2.31, -2.70], "multiplicity": 2, "max_force_ev_per_a": 1.2, "species": ["Cu", "C", "C", "C", "C", "C", "C", "C", "N", "C", "C", "C", "C", "C", "C", "O", "C", "C", "C", "C", "C", "C", "C", "C", "C", "O", "C", "C", "C", "C", "C", "C", "H", "H", "H", "H", "H", "H", "H", "H", "H", "H", "H", "H", "H", "H", "H", "H", "H", "H", "H", "H", "H", "H", "H", "H", "H", "H", "H", "H", "H", "H", "H", "H", "H", "H", "H", "H", "H", "H", "H", "H", "C", "C", "C", "C", "C", "C", "C", "S", "O", "O", "N", "C", "C", "C", "O", "O", "H", "H", "H", "H", "H", "H", "H", "H", "H", "H", "H", "H"], "xyz": [[-0.321, -1.243, 0.874], [-3.079, 4.790, -0.972], [-3.783, 4.172, 0.244], [-5.296, 4.317, 0.034], [-3.402, 4.936, 1.521], [-3.342, 2.723, 0.406], [-2.007, 2.415, 0.580], [-1.621, 1.082, 0.745], [-0.370, 0.560, 0.906], [0.868, 1.124, 1.022], [1.206, 2.460, 1.249], [2.537, 2.824, 1.301], [3.507, 1.826, 1.139], [3.233, 0.485, 0.950], [1.875, 0.123, 0.903], [1.447, -1.110, 0.720], [4.342, -0.544, 0.803], [4.281, -1.529, 1.977], [4.129, -1.305, -0.512], [5.729, 0.110, 0.779], [2.927, 4.277, 1.532], [4.442, 4.495, 1.473], [2.431, 4.713, 2.917], [2.280, 5.131, 0.433], [-2.584, 0.033, 0.712], [-2.107, -1.194, 0.839], [-3.948, 0.340, 0.531], [-4.270, 1.676, 0.390], [-5.010, -0.746, 0.457], [-6.407, -0.169, 0.192], [-5.037, -1.512, 1.785], [-4.653, -1.703, -0.688], [-3.401, 5.820, -1.112], [-3.322, 4.228, -1.871], [-1.999, 4.790, -0.850], [-5.548, 5.371, -0.065], [-5.852, 3.921, 0.881], [-5.617, 3.811, -0.874], [-3.726, 5.973, 1.454], [-2.328, 4.925, 1.679], [-3.879, 4.478, 2.385], [-1.265, 3.190, 0.554], [0.428, 3.180, 1.420], [4.536, 2.118, 1.192], [3.335, -2.064, 1.989], [4.394, -1.003, 2.924], [5.087, -2.254, 1.886], [3.197, -1.861, -0.468], [4.943, -2.006, -0.677], [4.088, -0.610, -1.350], [5.938, 0.612, 1.721], [5.810, 0.825, -0.038], [6.487, -0.656, 0.635], [4.950, 3.941, 2.257], [4.665, 5.550, 1.615], [4.842, 4.196, 0.507], [2.886, 4.094, 3.688], [1.352, 4.620, 3.004], [2.701, 5.749, 3.106], [2.607, 4.783, -0.545], [2.563, 6.175, 0.541], [1.196, 5.070, 0.468], [-5.300, 1.936, 0.240], [-6.716, 0.501, 0.994], [-7.131, -0.980, 0.137], [-6.432, 0.368, -0.754], [-5.264, -0.837, 2.610], [-4.075, -1.979, 1.969], [-5.800, -2.287, 1.755], [-4.591, -1.159, -1.629], [-5.410, -2.478, -0.785], [-3.696, -2.181, -0.502], [3.670, -2.741, -4.906], [2.494, -3.407, -4.260], [2.152, -4.718, -4.574], [1.074, -5.329, -3.955], [0.333, -4.625, -3.028], [0.649, -3.318, -2.706], [1.734, -2.715, -3.319], [-1.085, -5.427, -2.270], [-2.273, -4.740, -2.685], [-0.984, -6.836, -2.522], [-0.934, -5.194, -0.639], [0.295, -5.649, -0.030], [0.319, -5.263, 1.446], [0.534, -3.755, 1.649], [1.365, -3.323, 2.410], [-0.297, -3.052, 0.932], [4.063, -3.347, -5.718], [4.463, -2.590, -4.175], [3.390, -1.766, -5.299], [2.731, -5.267, -5.304], [0.794, -6.348, -4.169], [0.058, -2.782, -1.976], [1.996, -1.698, -3.065], [-1.162, -4.248, -0.355], [1.180, -5.228, -0.532], [0.319, -6.736, -0.147], [1.113, -5.794, 1.971], [-0.643, -5.524, 1.888]], "lowdin_charge": [0.848, -0.040, -0.552, -0.061, -0.040, -0.154, 0.048, -0.142, 0.075, -0.141, 0.047, -0.153, 0.050, -0.075, -0.212, -0.094, -0.531, -0.022, -0.039, -0.059, -0.553, -0.060, -0.037, -0.040, -0.218, -0.100, -0.078, 0.049, -0.536, -0.060, -0.031, -0.028, 0.085, 0.092, 0.072, 0.087, 0.087, 0.089, 0.085, 0.073, 0.092, 0.092, 0.095, 0.082, 0.060, 0.093, 0.089, 0.070, 0.088, 0.090, 0.085, 0.088, 0.086, 0.087, 0.087, 0.089, 0.091, 0.076, 0.085, 0.092, 0.085, 0.069, 0.082, 0.086, 0.088, 0.087, 0.090, 0.078, 0.087, 0.094, 0.090, 0.073, -0.046, -0.268, -0.026, -0.046, -0.281, -0.052, -0.031, 0.634, -0.289, -0.291, -0.131, -0.233, -0.064, -0.579, 0.084, -0.111, 0.075, 0.081, 0.082, 0.113, 0.112, 0.109, 0.112, 0.081, 0.126, 0.123, 0.124, 0.129]}

---

{"formula": "C5H12N2O", "method": "ωB97M-V/def2-TZVPD", "total_energy_ha": -382.4349, "e_lumo_ev": 0.89, "multiplicity": 1, "de_lowest_kcal_mol": 42.42, "max_force_ev_per_a": 1.2, "species": ["N", "C", "C", "C", "C", "N", "C", "O", "H", "H", "H", "H", "H", "H", "H", "H", "H", "H", "H", "H"], "xyz": [[2.119, 2.109, 0.198], [1.559, 1.142, 1.120], [0.169, 0.546, 0.769], [0.091, 0.022, -0.659], [-0.954, -1.026, -0.988], [-0.472, -2.330, -0.582], [-2.315, -0.754, -0.324], [-2.488, -0.584, 0.857], [1.607, 2.973, 0.146], [2.313, 1.697, -0.700], [2.251, 0.309, 1.193], [1.443, 1.622, 2.087], [-0.025, -0.234, 1.501], [-0.612, 1.289, 0.975], [0.095, 0.862, -1.352], [1.059, -0.451, -0.844], [-1.186, -0.997, -2.048], [-1.120, -3.081, -0.787], [-0.341, -2.316, 0.424], [-3.193, -0.799, -0.987]], "lowdin_charge": [-0.006, -0.288, -0.213, -0.181, -0.383, 0.059, -0.206, 0.050, 0.064, 0.055, 0.106, 0.104, 0.099, 0.109, 0.111, 0.114, 0.128, 0.079, 0.081, 0.115]}

---

{"formula": "C11H19AsF6GeN5SSn", "method": "ωB97M-V/def2-TZVPD", "total_energy_ha": -6228.7736, "e_lumo_ev": [-0.86, -3.23], "multiplicity": 2, "de_lowest_kcal_mol": 14.09, "max_force_ev_per_a": 1.2, "species": ["Sn", "C", "N", "C", "S", "N", "C", "H", "H", "H", "H", "H", "H", "H", "H", "F", "As", "F", "F", "F", "F", "F", "N", "C", "C", "C", "N", "C", "N", "C", "Ge", "C", "C", "C", "H", "H", "H", "H", "H", "H", "H", "H", "H", "H", "H"], "xyz": [[-0.478, 0.007, -1.340], [4.555, 1.894, -0.836], [3.271, 1.243, -0.615], [3.036, -0.029, -0.325], [1.464, -0.412, 0.359], [3.881, -1.025, -0.448], [5.194, -1.051, -1.071], [4.395, 2.967, -0.791], [4.972, 1.657, -1.813], [5.265, 1.617, -0.058], [2.486, 1.869, -0.469], [3.518, -1.950, -0.171], [5.958, -0.584, -0.451], [5.183, -0.567, -2.046], [5.465, -2.094, -1.212], [-0.667, 2.171, 0.287], [-0.454, 3.652, -0.688], [-2.162, 3.846, -0.717], [-0.586, 2.607, -2.143], [-0.163, 4.998, -1.697], [1.265, 3.206, -0.712], [-0.234, 4.542, 0.756], [-0.862, -2.226, -1.147], [-0.497, -3.248, -0.710], [0.004, -4.416, -0.188], [1.403, -4.422, -0.084], [2.551, -4.363, -0.015], [-0.777, -5.483, 0.300], [-1.407, -6.347, 0.725], [-2.580, -1.532, 1.774], [-3.323, 0.143, 1.051], [-2.888, 1.699, 2.166], [-5.294, -0.003, 0.785], [-2.734, 0.324, -0.838], [-2.907, -1.718, 2.795], [-1.491, -1.455, 1.762], [-2.872, -2.378, 1.155], [-3.585, 1.777, 3.000], [-2.936, 2.618, 1.585], [-1.879, 1.603, 2.561], [-5.778, -0.095, 1.757], [-5.540, -0.879, 0.188], [-5.674, 0.888, 0.289], [-2.877, 1.339, -1.209], [-3.221, -0.393, -1.502]], "lowdin_charge": [1.159, -0.042, -0.005, -0.733, 0.603, -0.007, -0.047, 0.098, 0.084, 0.092, 0.076, 0.104, 0.088, 0.089, 0.098, -0.359, 0.757, -0.223, -0.363, -0.208, -0.283, -0.210, -0.002, -0.192, -0.267, -0.242, 0.133, -0.230, 0.140, -0.218, 0.778, -0.212, -0.210, -0.372, 0.023, 0.002, 0.018, 0.022, 0.010, 0.019, 0.017, 0.018, 0.020, -0.020, -0.003]}

---

{"formula": "C13H10N3O2RuSbSe4", "method": "ωB97M-V/def2-TZVPD", "total_energy_ha": -10757.0780, "e_lumo_ev": [2.20, 0.76], "total_charge": -1, "multiplicity": 6, "max_force_ev_per_a": 0.5, "species": ["Ru", "O", "C", "C", "C", "C", "C", "C", "C", "O", "N", "N", "C", "C", "C", "C", "C", "C", "N", "H", "H", "H", "H", "H", "H", "H", "H", "H", "H", "Se", "Sb", "Se", "Se", "Se"], "xyz": [[-1.336, 0.271, -0.135], [4.124, -0.648, 0.307], [3.540, -1.570, 1.121], [4.340, -2.417, 1.885], [3.780, -3.378, 2.707], [2.400, -3.512, 2.766], [1.608, -2.669, 2.008], [2.146, -1.681, 1.181], [1.184, -0.803, 0.459], [-0.072, -1.123, 0.610], [1.598, 0.195, -0.274], [0.482, 0.830, -0.769], [0.568, 1.845, -1.601], [-0.679, 2.349, -2.050], [-0.817, 3.447, -2.921], [-2.062, 3.845, -3.323], [-3.192, 3.156, -2.847], [-3.011, 2.104, -1.988], [-1.793, 1.683, -1.593], [5.076, -0.689, 0.451], [5.418, -2.310, 1.827], [4.423, -4.019, 3.298], [1.944, -4.257, 3.404], [0.531, -2.751, 2.040], [1.528, 2.245, -1.900], [0.075, 3.960, -3.256], [-2.175, 4.679, -4.003], [-4.193, 3.437, -3.141], [-3.845, 1.553, -1.577], [-6.560, -2.743, 0.713], [-5.373, -0.786, 1.434], [-1.919, 1.536, 1.641], [-3.235, -1.079, -0.142], [-4.503, -0.700, 3.669]], "lowdin_charge": [0.559, 0.051, -0.263, -0.042, -0.099, -0.090, -0.013, -0.069, -0.431, -0.261, 0.095, -0.197, -0.096, -0.277, -0.042, -0.088, -0.077, -0.151, -0.097, 0.099, 0.106, 0.098, 0.098, 0.119, 0.119, 0.108, 0.099, 0.098, 0.082, -0.282, -0.080, 0.135, 0.036, -0.246]}

---

{"formula": "C3H36NO16", "method": "ωB97M-V/def2-TZVPD", "total_energy_ha": -1394.4619, "e_lumo_ev": 2.59, "total_charge": -1, "multiplicity": 1, "de_lowest_kcal_mol": 115.15, "max_force_ev_per_a": 5.4, "species": ["N", "C", "C", "O", "C", "O", "H", "H", "H", "H", "H", "H", "H", "H", "H", "H", "O", "H", "H", "O", "H", "H", "O", "H", "H", "O", "H", "H", "O", "H", "H", "O", "H", "H", "O", "H", "H", "O", "H", "H", "O", "H", "H", "O", "H", "H", "O", "H", "H", "O", "H", "H", "O", "H", "H", "O"], "xyz": [[-0.620, 0.620, 0.462], [0.744, 0.452, -0.032], [1.059, -0.713, -1.047], [0.637, -0.295, -2.342], [1.844, 0.364, 1.196], [2.603, -0.756, 1.045], [-1.212, 0.642, -0.377], [-1.038, -0.185, 0.915], [0.997, 1.318, -0.620], [2.085, -0.973, -0.848], [0.410, -1.550, -0.795], [1.375, 0.297, -2.637], [2.349, 1.369, 1.066], [1.315, 0.284, 2.185], [-0.746, 1.559, -4.058], [-1.791, 1.639, -2.844], [-1.625, 1.323, -3.736], [-3.312, -0.019, 2.626], [-2.990, 1.358, 2.016], [-3.257, 0.922, 2.843], [2.790, -1.512, 2.061], [2.907, -1.447, 3.816], [2.784, -2.044, 3.078], [-1.733, 1.892, 0.689], [-2.969, 2.220, -0.209], [-2.333, 2.608, 0.427], [-3.959, 0.553, -1.542], [-3.107, 1.397, -2.429], [-3.589, 1.454, -1.593], [0.805, -1.805, 1.589], [1.523, -2.502, 2.866], [0.555, -2.416, 2.288], [-0.983, 2.937, -0.279], [-0.978, 4.197, -1.214], [-0.998, 3.238, -1.199], [-1.045, -1.134, -1.552], [-2.460, -0.797, -2.258], [-2.008, -1.173, -1.500], [-1.764, -2.658, 1.060], [-1.455, -2.176, 2.430], [-2.197, -2.190, 1.786], [4.651, 1.275, 1.746], [4.111, -0.114, 1.123], [4.838, 0.589, 1.095], [0.343, -4.288, 1.443], [-1.067, -4.505, 1.234], [-0.319, -4.988, 1.609], [4.454, 0.721, -1.949], [4.383, 1.244, -0.444], [4.244, 1.473, -1.393], [-2.897, -1.234, -0.636], [-3.898, -1.578, 0.412], [-3.850, -1.145, -0.492], [2.885, 2.038, -2.158], [1.415, 2.276, -2.162], [2.093, 1.939, -2.764]], "lowdin_charge": [0.056, -0.268, -0.195, -0.105, -0.264, -0.301, 0.071, 0.074, 0.087, 0.108, 0.105, 0.056, 0.110, 0.123, 0.056, -0.015, -0.047, 0.010, -0.005, -0.070, 0.019, 0.043, -0.136, -0.023, 0.023, -0.120, 0.044, 0.012, -0.035, -0.014, 0.045, -0.187, -0.010, 0.048, -0.070, 0.046, 0.089, 0.014, 0.017, 0.040, -0.073, 0.048, 0.027, -0.100, 0.012, 0.001, -0.084, 0.062, 0.012, -0.062, -0.155, 0.055, -0.117, 0.018, 0.020, -0.094]}

---

{"formula": "C3H7NO", "method": "ωB97M-V/def2-TZVPD", "total_energy_ha": -248.4397, "e_lumo_ev": 0.81, "multiplicity": 1, "de_lowest_kcal_mol": 54.49, "max_force_ev_per_a": 1.8, "species": ["C", "C", "N", "C", "H", "H", "H", "H", "H", "O", "H", "H"], "xyz": [[-1.727, -0.098, -0.036], [-0.431, -0.211, 0.008], [0.784, -0.289, 0.081], [1.606, -1.459, 0.042], [-2.325, -0.238, 0.847], [-2.250, 0.196, -0.928], [2.284, -1.428, 0.896], [2.198, -1.437, -0.874], [1.044, -2.398, 0.079], [-0.529, 2.790, 0.033], [-1.070, 2.028, -0.207], [0.414, 2.545, 0.059]], "lowdin_charge": [-0.008, -0.209, 0.026, -0.111, 0.065, 0.064, 0.079, 0.082, 0.082, -0.082, -0.025, 0.037]}